104
Properties=species:S:1:pos:R:3 method="wB97M-V/def2-TZVPD" e_above_lowest_kj_mol=50.9 spin_multiplicity=1 energy_ha=-4025.050995 homo_ev=-7.403
O 9.4706 -0.4096 9.8624
H -0.2135 -1.7186 -2.4694
C 1.1880 8.8768 0.9242
C 2.3751 3.4957 3.0375
C 2.4493 0.1207 4.3588
Rb -0.0215 -0.5105 0.1035
H 11.3399 -0.6514 10.5638
C 4.0582 4.4633 -4.1121
C 2.0403 -4.2602 -5.6007
H 3.3283 8.9828 0.7710
H -0.6937 0.1675 5.6080
H 3.3405 0.8326 -1.2486
C 2.7097 -3.5244 -4.4761
C 1.4278 0.0668 5.3133
C 6.3351 -0.2946 8.0903
C 5.4508 0.1845 1.2910
O -0.6520 -2.7863 -0.1837
H 4.7160 3.2902 -1.0152
C 4.6733 -2.6315 -3.4111
H 1.9856 -2.1246 -1.4599
C 8.6301 -0.3568 8.8004
S -0.2605 3.0733 0.0588
H 11.0696 -1.3981 8.9740
C 0.0712 8.0562 0.8772
H 6.9048 -0.1499 3.9554
H -3.5495 0.6800 1.9824
C 9.0443 -0.2997 7.4753
H 1.0723 9.9373 1.1083
C 0.2193 6.6934 0.6455
H 6.4959 0.0036 1.5144
H 3.6017 6.5730 0.3568
C 2.8256 4.1096 -1.6466
H -0.9168 8.4745 1.0213
C 5.1397 3.7588 2.9576
H 5.0768 3.4293 5.0772
C 2.1095 4.6462 -2.7152
H 4.5395 4.6043 -5.0712
C 1.4862 6.1569 0.4600
C -0.0498 -3.4276 -1.0930
O 0.6705 -4.4187 -1.0125
H -3.1824 -0.3028 -2.0566
H 1.0676 4.9211 -2.5917
H -0.6488 6.0439 0.6052
H 4.9184 4.0574 0.8556
H -1.2638 -3.0948 -2.8350
H 5.7532 0.4255 -0.8192
C 3.8402 -0.0050 4.6862
Cl 6.4004 -2.3459 -3.4251
H 10.0921 -0.2968 7.2157
C -3.7240 -0.1261 -1.1394
C 4.7705 3.9209 -3.0535
N 4.4142 -0.0929 5.9303
H -5.8030 -0.5051 -1.7336
C -3.8539 0.3906 0.9870
Sb 1.7419 4.0693 0.1707
H 1.6879 -0.0948 6.3515
C 7.2669 -0.3540 9.1006
H 1.4816 -5.1150 -5.2181
H 8.4436 -0.1959 5.4410
H 2.7759 -4.6118 -6.3232
H 6.2168 3.8704 2.9255
H 11.2460 0.3720 9.1141
C 0.1268 0.2151 4.9055
C 3.1443 0.3628 1.9725
C 4.5005 3.5159 4.1644
H 6.9668 -0.4012 10.1389
C 5.0487 0.4203 0.0025
C 3.6871 0.6388 -0.2384
H 4.6805 -3.6360 -5.3019
C 2.7266 4.8193 -3.9452
C 5.7058 -0.1513 5.7079
C 3.0185 3.7214 1.8221
C 6.7346 -0.2348 6.7517
N 5.9915 -0.1013 4.3690
C 4.0749 -3.2931 -4.4723
H 2.1662 5.2306 -4.7748
C -5.0671 -0.2351 -0.9953
C 3.1186 3.3859 4.2041
C 4.1559 3.7420 -1.8199
C 2.5490 -2.4135 -2.3345
C 1.9383 -3.0670 -3.3976
C 2.6070 6.9822 0.5044
H -1.1346 0.5711 3.1870
C -0.1196 0.4238 3.5440
C 10.8584 -0.5274 9.5988
H 5.8050 3.6307 -3.1866
H 2.6196 3.1894 5.1448
O 0.6105 -3.2981 -3.5114
H 5.2769 -0.2968 8.3139
H 1.2965 3.3804 3.0703
H 4.4017 -1.7281 -1.4960
N 2.7646 0.6157 0.7040
H 1.3213 -3.6198 -6.1147
C 4.7908 -0.0068 3.7035
N -3.0335 0.2329 -0.0062
C 2.4570 8.3414 0.7358
S -5.5028 0.1190 0.6177
C 3.9220 -2.2039 -2.3391
C 4.4021 3.8630 1.7839
C 8.0908 -0.2386 6.4651
C -0.2640 -2.8164 -2.5051
C 4.4952 0.1656 2.3152
C 2.1045 0.3143 3.0125
N 0.8257 0.4706 2.6289

---

75
Properties=species:S:1:pos:R:3 method="wB97M-V/def2-TZVPD" spin_multiplicity=1 energy_ha=-17430.125903 homo_ev=-10.317
C -7.3979 2.6131 5.0805
C 2.0114 1.6016 1.2067
O -0.7845 4.2466 -2.1944
O -7.4429 1.9404 3.9699
C 5.0030 -1.1676 -5.2306
C 7.4494 -0.2335 -7.4599
O 7.8092 0.0860 -8.5737
H 8.2831 -0.6389 -4.6397
C 2.0854 -6.5474 2.1781
H -4.4823 -6.1600 3.8386
C -1.6085 6.2582 -1.1707
O -1.4762 4.7513 -4.2673
H -3.2788 5.4974 -3.6593
C -3.4321 -2.1460 2.8234
H -4.4040 -3.6267 5.1182
H 4.9744 -2.0548 -5.8631
H 1.2425 -7.3864 4.1053
C -6.7863 2.6049 2.8932
Br 6.2432 5.7292 -5.0749
H -6.6394 4.7650 3.1880
C -0.4975 4.1144 -3.5269
H 1.6706 -5.7887 0.1283
O 2.6918 -8.5621 3.1654
Br 3.3829 2.8395 0.3587
H -3.0695 -5.1988 4.0205
H -2.8452 4.5420 -1.7224
C -4.5648 -4.0587 2.9805
H 1.9228 -5.6259 2.7372
O 0.4639 3.5399 -3.9959
O 4.9596 -8.3889 3.0644
C 1.6093 -6.7258 0.6817
H -4.1285 3.6380 2.5897
Br 7.3648 8.2304 -3.3214
C 6.2871 -0.3519 -5.4827
H -2.3523 7.0529 -1.2289
H -7.4172 2.9114 2.0589
C -4.8207 -3.2129 4.1999
H -4.3351 4.7739 3.8668
H -3.5968 -5.9365 2.4349
H 7.5341 -2.1485 -5.0931
H 2.2018 -7.4472 0.1191
C -1.9471 5.0870 -2.0131
H -5.9915 2.0107 2.4423
H -4.4087 3.0256 4.2087
H -5.8952 -3.0302 4.1873
O -6.5667 3.6264 4.9076
C 6.0529 6.7704 -3.4053
C 1.6089 -7.7079 3.1303
H -1.8834 6.5792 -3.6619
H -5.4248 -4.1883 2.3235
O 6.3176 0.1234 -6.8102
C -2.2157 5.5676 -3.4289
H -1.2665 5.8851 -0.2053
Br 2.1811 -0.2224 0.5725
O -3.5321 -3.3556 2.2899
H 0.8559 -8.2778 2.5860
O -4.0189 -2.0871 3.9825
H 6.2486 6.0059 -2.6534
H 4.8002 -1.3746 -4.1798
O 3.5056 -6.7632 2.1615
O -2.7398 -1.2070 2.3824
Br 4.1900 7.4352 -3.2778
C -4.6926 3.8093 3.5064
H 0.5520 -6.9845 0.6252
H 4.1804 -0.5571 -5.6030
O -7.9940 2.3677 6.1076
C 7.6410 -1.1044 -5.3875
H 6.3650 0.3933 -4.6910
O 8.1585 -1.0395 -6.6799
C -6.2096 3.8196 3.5192
Br 2.1300 1.6761 3.2315
C 3.8072 -7.9507 2.7942
H 1.0026 1.9220 0.9462
C -3.8927 -5.3950 3.3334
H -0.7475 6.8124 -1.5443